[1]
11
Properties=species:S:1:pos:R:3:forces:R:3:lowdin_charge:R:1 method="wB97M-V/def2-TZVPD" orbital_gap_ha="0.21312 / 0.19193" total_charge=+1 molar_mass_da=114.15 max_force_ev_per_a=4.70
C 1.28442 1.27634 -0.80545 -0.645 1.478 0.369 0.043
H 1.78196 0.91598 -1.69825 0.179 0.224 -0.271 0.109
H -2.51537 -0.74546 0.01084 -3.778 -2.196 -0.063 0.021
H 0.91603 2.35878 -0.67247 1.037 -1.404 -0.659 0.121
C -0.57012 -1.17573 0.41861 2.570 -0.330 0.900 0.105
O 1.49427 -1.14406 1.61760 -0.080 -0.526 -0.038 0.165
N 1.01950 0.52912 0.15302 -0.522 0.407 0.332 0.082
C 0.83180 -0.65257 0.74684 -0.352 0.145 -0.210 -0.473
S -1.90938 1.23757 -0.45394 1.322 -1.917 1.009 1.084
H -0.74260 -2.22234 0.59282 -0.074 -0.330 0.093 0.149
C -1.59050 -0.37762 0.09039 0.342 4.450 -1.461 -0.405

[2]
10
Properties=species:S:1:pos:R:3:forces:R:3:lowdin_spin:R:1 method="wB97M-V/def2-TZVPD" spin_multiplicity=2 orbital_gap_ha="0.24999 / 0.24357" molar_mass_da=91.06 max_force_ev_per_a=2.20
H 2.59711 1.53093 -0.44349 -0.176 -0.139 -0.438 0.018
C -1.65139 0.18534 1.50444 -0.265 0.445 -0.139 0.004
H -0.09840 -1.11172 -0.99321 0.340 0.178 0.614 0.026
C -2.69822 -0.31382 1.92319 0.450 0.464 -0.087 0.001
O 1.76237 1.04783 -0.38176 -0.500 1.173 0.410 0.156
Na -0.15203 2.09378 0.60721 -0.611 -1.032 0.401 0.011
H -3.62381 -0.66785 2.34666 0.415 -0.022 -0.220 0.000
C 0.94073 -1.01419 -1.32545 -0.542 0.405 -0.887 0.136
H 1.29872 -1.87371 -1.89283 -0.023 0.432 -0.260 0.019
C 1.62493 0.12341 -1.34477 0.912 -1.904 0.606 0.630

[3]
9
Properties=species:S:1:pos:R:3:forces:R:3:lowdin_charge:R:1 method="wB97M-V/def2-TZVPD" smiles="C1=C[C@H]2O[C@@H]12" orbital_gap_ha=0.39501 molar_mass_da=68.08 max_force_ev_per_a=4.03
C -0.61049 0.84371 0.28479 1.451 -2.220 0.905 -0.156
H 1.62904 -1.23118 -0.81116 0.157 -1.043 -0.121 0.070
C -0.70964 -0.64186 0.36932 3.649 -1.125 -1.273 -0.219
C 0.86476 -0.68324 -0.31697 -3.035 1.592 1.226 0.042
O -1.52388 0.04200 -0.45679 -1.227 0.241 -1.695 0.014
H 1.55489 1.17278 -0.81571 0.508 1.800 -0.276 0.070
C 0.81928 0.64306 -0.28796 -0.553 -0.581 -0.082 -0.063
H -0.96185 -1.49858 0.94167 -0.950 0.060 1.013 0.121
H -1.06212 1.35330 1.09281 -0.001 1.277 0.302 0.121

[4]
9
Properties=species:S:1:pos:R:3:forces:R:3:lowdin_charge:R:1 method="wB97M-V/def2-TZVPD" smiles="C1=CC=1.C=O" orbital_gap_ha=0.36361 molar_mass_da=68.08 max_force_ev_per_a=4.08
C 1.18744 -0.23605 0.99772 1.466 -0.030 0.032 0.035
H -1.09954 -0.20654 1.38275 1.340 0.076 1.371 0.020
O -1.20693 -0.24094 -0.57441 -0.488 -0.430 -0.857 -0.016
C 2.42522 -0.50227 0.31457 0.270 1.168 0.439 -0.039
H 3.48214 -0.79936 0.28546 -0.813 -0.229 0.145 0.099
H 0.98306 0.19242 -1.20957 -1.654 1.384 -3.459 0.044
H -2.68783 -0.63684 0.76875 -0.911 -0.578 -0.636 0.075
C -1.65608 -0.41823 0.51901 -0.794 0.835 -0.022 -0.144
C 1.44696 0.11647 -0.33540 1.585 -2.196 2.987 -0.075

[5]
9
Properties=species:S:1:pos:R:3:forces:R:3:lowdin_spin:R:1 method="wB97M-V/def2-TZVPD" spin_multiplicity=3 orbital_gap_ha="0.23545 / 0.31928" molar_mass_da=68.08 max_force_ev_per_a=3.93
C -1.09637 0.94671 -1.46144 -0.153 -0.287 0.016 0.004
H -0.55916 1.84060 -1.57810 0.302 0.500 -0.033 0.000
C 0.59863 0.02791 1.51794 -1.241 0.341 0.785 0.582
C 1.48125 -0.63574 0.85636 2.532 -1.418 -1.857 0.733
O -0.18027 0.64473 2.12010 -2.577 2.155 2.031 0.524
C -1.71635 -0.06557 -1.33826 0.212 0.327 -0.069 0.004
H 2.31875 -0.11899 0.42983 1.076 0.062 -0.656 0.078
H -2.27249 -0.94866 -1.24436 -0.333 -0.550 0.095 0.000
H 1.42600 -1.69098 0.69791 0.182 -1.130 -0.312 0.075

[6]
10
Properties=species:S:1:pos:R:3:forces:R:3:lowdin_charge:R:1 method="wB97M-V/def2-TZVPD" smiles="O=C1C[C@H]2O[C@@H]12" orbital_gap_ha=0.38848 molar_mass_da=84.07 max_force_ev_per_a=1.92
H -1.00742 0.29262 1.07858 -0.505 -1.832 0.267 0.155
H 1.83854 0.19699 0.77080 0.550 0.450 -0.300 0.152
O -0.37122 2.29464 -0.27422 0.096 -1.019 0.153 0.124
H 0.44500 -2.01347 0.02276 -0.103 0.403 0.186 0.151
C -0.19085 1.11794 -0.13666 0.208 1.055 -0.713 -0.336
O 1.09209 -0.39686 -1.22278 -0.456 -0.330 -0.181 0.031
H -2.03270 -0.56251 -0.11271 -0.188 0.782 -0.819 0.112
C 0.22516 -0.97477 -0.21418 -0.056 0.078 0.839 -0.198
C -1.03471 -0.15661 0.03337 -0.190 0.195 0.551 -0.009
C 1.03610 0.20202 0.05503 0.644 0.218 0.016 -0.181

[7]
10
Properties=species:S:1:pos:R:3:forces:R:3:lowdin_charge:R:1 method="wB97M-V/def2-TZVPD" smiles="C#CCOC=O" orbital_gap_ha=0.42062 molar_mass_da=84.07 max_force_ev_per_a=0.68
C 1.43482 0.10546 -0.12769 0.282 -0.499 0.115 -0.089
C 0.18469 0.84076 0.09465 -0.010 0.114 -0.056 -0.175
C -1.83407 -0.42287 0.09113 -0.429 0.173 -0.251 -0.339
H 3.12313 -1.41027 -0.23042 -0.090 0.150 -0.039 0.031
O -0.69519 -0.10450 0.72795 -0.140 -0.224 -0.110 -0.034
O -2.46892 0.27725 -0.65073 0.597 -0.228 0.223 0.081
H 0.31661 1.69172 0.76863 0.041 -0.126 -0.147 0.131
H -0.27461 1.18407 -0.83702 0.147 0.036 0.126 0.123
H -2.10729 -1.45387 0.34523 -0.157 0.085 0.205 0.146
C 2.32083 -0.70775 -0.18172 -0.240 0.520 -0.066 0.125

[8]
10
Properties=species:S:1:pos:R:3:forces:R:3:lowdin_charge:R:1 method="wB97M-V/def2-TZVPD" orbital_gap_ha=0.33152 molar_mass_da=84.07 max_force_ev_per_a=0.58
O 0.73913 1.19539 -0.04336 0.011 0.064 -0.177 0.018
H -1.66306 1.57667 -0.62144 0.003 -0.149 0.017 0.058
C -0.01257 0.36289 -0.83623 0.011 0.046 -0.215 -0.326
H 2.04697 -0.42443 0.36032 0.021 -0.156 0.017 0.111
C -0.42398 0.18976 0.57439 -0.128 -0.137 0.551 -0.077
H -0.30606 -1.81315 -0.33721 0.063 0.123 0.005 0.158
O 1.58181 -1.27191 0.24935 0.098 0.213 0.043 0.037
H -0.85093 0.62502 1.46541 0.009 -0.039 -0.110 0.176
C -1.41445 0.51172 -0.72492 0.125 0.204 -0.059 0.070
C 0.30315 -0.95197 -0.08630 -0.214 -0.170 -0.070 -0.226

[9]
10
Properties=species:S:1:pos:R:3:forces:R:3:lowdin_charge:R:1 method="wB97M-V/def2-TZVPD" smiles="C#CC(=O)CO" orbital_gap_ha=0.38980 molar_mass_da=84.07 max_force_ev_per_a=0.60
C -2.04535 -0.00146 -1.49034 0.452 -0.019 0.183 0.162
H -0.24112 0.04041 1.54839 0.123 -0.014 -0.095 0.133
C 0.58274 -0.37405 0.95313 -0.282 -0.032 -0.066 -0.209
H 2.34168 0.29962 0.67255 -0.008 -0.028 0.125 0.085
O 1.38183 0.39981 -1.14480 -0.434 -0.103 0.281 0.106
O 1.81217 0.05203 1.44962 0.167 -0.022 -0.098 -0.040
C -0.91958 -0.01576 -1.06239 -0.562 -0.009 -0.221 -0.026
H 0.48131 -1.47362 0.98661 -0.012 0.143 -0.018 0.139
H -3.03958 0.02132 -1.88289 0.183 -0.029 0.068 0.042
C 0.41890 0.03678 -0.49872 0.372 0.113 -0.159 -0.391

[10]
10
Properties=species:S:1:pos:R:3:forces:R:3:lowdin_charge:R:1 method="wB97M-V/def2-TZVPD" smiles="O=C1C[C@H]2O[C@@H]12" orbital_gap_ha=0.39308 molar_mass_da=84.07 max_force_ev_per_a=0.67
H -1.80072 0.38138 0.86597 0.171 -0.118 -0.114 0.149
O -0.85511 0.98805 -0.95973 0.030 0.184 -0.020 0.015
O 1.93613 -0.94491 -0.83948 -0.594 0.300 -0.062 0.124
C -0.53643 -0.40767 -0.90651 -0.055 -0.221 -0.328 -0.128
H -1.12808 -1.10256 -1.49003 0.117 0.114 -0.028 0.150
H 1.03398 1.27257 1.11996 -0.010 -0.250 -0.131 0.122
C 0.56572 0.32949 0.82492 0.044 0.199 -0.032 -0.018
C -0.87065 0.35775 0.30772 -0.083 -0.076 0.353 -0.221
C 0.92927 -0.40783 -0.47754 0.484 -0.385 -0.063 -0.322
H 0.72590 -0.46626 1.55472 -0.104 0.254 0.423 0.129

[11]
10
Properties=species:S:1:pos:R:3:forces:R:3:lowdin_charge:R:1 method="wB97M-V/def2-TZVPD" smiles="O=COC1C=C1" orbital_gap_ha=0.40194 molar_mass_da=84.07 max_force_ev_per_a=3.67
H 1.21907 -0.51616 2.01092 0.421 -0.366 0.698 0.095
C -0.80570 -0.13641 1.08518 0.211 -0.989 -0.476 0.012
C -0.14280 -0.94886 0.03579 0.105 1.790 2.939 -0.238
C 0.33255 -0.61004 1.44320 -0.485 -0.185 -1.263 0.061
H 1.33083 1.29705 -1.97342 -1.205 -0.717 0.726 0.163
H -0.65105 -1.85525 -0.20053 0.596 -0.640 -1.007 0.129
O -0.49623 1.78185 -1.25651 -0.790 -0.806 0.629 0.074
O 0.60436 -0.20493 -0.89614 0.514 -1.997 -1.132 0.015
H -1.77832 0.21180 1.12282 -1.263 1.312 0.664 0.092
C 0.38729 0.98095 -1.37132 1.896 2.598 -1.778 -0.402

[12]
10
Properties=species:S:1:pos:R:3:forces:R:3:lowdin_charge:R:1 method="wB97M-V/def2-TZVPD" orbital_gap_ha="0.28400 / 0.28393" molar_mass_da=84.07 max_force_ev_per_a=1.10
C -0.08635 -0.47248 -1.31532 -0.351 -0.691 -0.113 -0.330
O -0.52175 -1.63921 -1.03747 0.214 0.488 -0.081 -0.144
H 1.12879 0.59822 2.10115 0.015 -0.082 -0.017 0.076
O -2.38030 -0.25304 1.03522 0.906 0.146 -0.218 0.285
H 0.97899 -0.33911 -1.58497 -0.034 0.083 0.128 0.100
C -0.04917 0.26072 0.35475 0.670 0.481 -0.030 -0.172
C 1.04209 0.64926 1.02291 -0.448 -0.052 -0.011 0.097
C -1.26791 -0.09397 0.82042 -1.020 -0.289 0.311 -0.084
H 1.88425 1.05743 0.47848 0.023 -0.069 -0.031 0.075
H -0.72864 0.23217 -1.87517 0.025 -0.015 0.063 0.098